# C27H60NO4PSi

A 3-piece molecular cluster, C27H60NO4PSi overall (wB97M-V/def2-TZVPD, the Open Molecules 2025 dataset).

Properties
- LUMO level (eV) = 0.5
- structure (SMILES) = COCCCCCCCC[Si@](N)(CC(=O)OC(C)=O)P(C)C.CCCCCC.CCCCCC
- total charge = 0
- molecular weight (Da) = 521.84

Each line ends with the Löwdin charge.
Geometry (Å):
1 C -4.8248 -3.4281 -3.1200  -0.12
2 O -5.3951 -2.1427 -2.7701  -0.24
3 C -4.5480 -1.4479 -1.7946  -0.21
4 C -4.2517 0.0541 -2.3043  -0.16
5 C -2.7324 0.5384 -1.9852  -0.21
6 C -2.3571 0.4598 -0.4301  -0.21
7 C -0.8874 0.9876 -0.0678  -0.19
8 C 0.2965 0.3561 -0.9419  -0.20
9 C 0.6903 -1.1513 -0.5683  -0.24
10 C -0.3034 -2.2797 -1.1389  -0.27
11 Si 0.3938 -3.2968 -2.6125  0.36
12 N 2.1106 -2.9958 -2.9784  -0.10
13 C -0.7956 -3.0287 -4.1118  -0.16
14 C -0.3801 -1.8305 -5.0623  -0.37
15 O -0.4440 -0.6139 -4.7606  0.06
16 O 0.0712 -2.1225 -6.4133  0.00
17 C -0.8477 -1.4469 -7.3079  -0.37
18 C -0.4672 -0.0722 -8.0568  0.00
19 O -1.9866 -1.9417 -7.4800  0.07
20 P 0.1167 -5.4469 -2.0393  0.71
21 C 0.8878 -5.5158 -0.2745  -0.36
22 C -1.7793 -5.5340 -1.6901  -0.35
23 H -3.9723 -3.2397 -3.8594  0.08
24 H -5.5749 -4.1164 -3.6601  0.10
25 H -4.4513 -3.9730 -2.1715  0.09
26 H -3.5864 -2.0306 -1.5916  0.10
27 H -5.1517 -1.3801 -0.8206  0.13
28 H -4.3715 0.0177 -3.4534  0.12
29 H -5.0331 0.8088 -1.9196  0.11
30 H -2.0567 -0.1076 -2.6529  0.08
31 H -2.5850 1.6243 -2.3533  0.12
32 H -3.1284 1.0397 0.1959  0.12
33 H -2.4698 -0.6422 -0.1109  0.10
34 H -0.6842 0.8319 1.0665  0.10
35 H -0.8706 2.1311 -0.2371  0.10
36 H 0.1377 0.4563 -2.0812  0.11
37 H 1.2343 0.9977 -0.7218  0.11
38 H 1.7476 -1.3313 -0.9905  0.09
39 H 0.8139 -1.2433 0.5784  0.11
40 H -0.5846 -2.9589 -0.2460  0.08
41 H -1.2858 -1.8192 -1.4959  0.04
42 H 2.4179 -3.6639 -3.7097  0.04
43 H 2.7176 -3.2099 -2.1689  0.03
44 H -1.8482 -2.8852 -3.6652  0.07
45 H -0.7934 -3.9939 -4.7189  0.10
46 H 0.0644 0.6289 -7.3154  0.09
47 H 0.1940 -0.2432 -8.9768  0.09
48 H -1.4566 0.4388 -8.3517  0.10
49 H 1.1248 -4.4499 0.0993  0.02
50 H 1.8563 -6.1105 -0.3313  0.03
51 H 0.1145 -5.9642 0.4326  0.04
52 H -2.3149 -4.5882 -2.0824  0.00
53 H -1.9603 -5.5859 -0.5675  0.04
54 H -2.1842 -6.4172 -2.2820  0.03
55 C -0.6785 1.7774 4.0553  -0.10
56 C 0.5687 0.9372 3.8219  -0.27
57 C 0.3596 -0.5488 4.1154  -0.23
58 C 0.0012 -0.8856 5.5661  -0.23
59 C 1.0103 -0.4128 6.6139  -0.27
60 C 2.3839 -1.0512 6.4585  -0.12
61 H -0.9958 1.7496 5.1007  0.07
62 H -0.4821 2.8219 3.7974  0.05
63 H -1.5067 1.4255 3.4337  0.07
64 H 1.3959 1.3338 4.4191  0.10
65 H 0.8692 1.0442 2.7737  0.08
66 H 1.2658 -1.0942 3.8289  0.10
67 H -0.4372 -0.9308 3.4658  0.11
68 H -0.1150 -1.9722 5.6499  0.11
69 H -0.9792 -0.4605 5.8066  0.10
70 H 0.6211 -0.6634 7.6066  0.10
71 H 1.1065 0.6772 6.5892  0.10
72 H 2.3175 -2.1406 6.5247  0.07
73 H 3.0515 -0.7060 7.2526  0.07
74 H 2.8454 -0.7908 5.5029  0.07
75 C 5.2769 5.7757 1.4441  -0.12
76 C 3.9029 6.4047 1.6300  -0.27
77 C 3.0968 5.7726 2.7654  -0.23
78 C 2.7585 4.2900 2.5814  -0.23
79 C 1.9821 3.9492 1.3082  -0.26
80 C 0.6113 4.6075 1.2449  -0.10
81 H 5.2047 4.7201 1.1707  0.07
82 H 5.8212 6.2874 0.6453  0.07
83 H 5.8689 5.8550 2.3599  0.07
84 H 3.3451 6.3540 0.6895  0.10
85 H 4.0348 7.4694 1.8504  0.10
86 H 2.1707 6.3428 2.8982  0.10
87 H 3.6542 5.8852 3.7026  0.11
88 H 2.1783 3.9578 3.4503  0.10
89 H 3.6825 3.7020 2.5960  0.10
90 H 1.8477 2.8625 1.2651  0.09
91 H 2.5623 4.2211 0.4207  0.10
92 H -0.0025 4.3135 2.1004  0.06
93 H 0.0894 4.3004 0.3345  0.06
94 H 0.6864 5.6975 1.2309  0.07

Forces on atoms 1 to 2 (eV/Å):
C 0.2096 -0.3408 -0.1704
O 1.1803 -0.7867 0.6525

=====

# CH4N2OSn

CH4N2OSn as an isolated structure (wB97M-V/def2-TZVPD, the Open Molecules 2025 dataset).

Properties
- LUMO level (eV) = -12.7
- total charge = +2
- molecular weight (Da) = 178.77

Each line ends with the natural charge from an NBO analysis.
Geometry (Å):
1 Sn -3.6419 -0.5956 -1.7940  1.88
2 C 0.0790 -0.0530 -0.0524  0.78
3 O -0.8862 -0.3729 -0.7164  -0.82
4 N 0.6470 -0.8769 0.7322  -0.75
5 N 0.5024 1.1964 0.0353  -0.77
6 H 0.3487 -1.8418 0.7370  0.42
7 H 1.5590 -0.6691 1.1133  0.42
8 H -0.0045 1.8598 -0.5331  0.42
9 H 1.3965 1.3531 0.4782  0.43

Forces on atoms 1 to 2 (eV/Å):
Sn 2.0370 0.2024 0.8234
C 0.6541 2.8832 1.1606

=====

no.,HOMO-LUMO gap (eV),calculated total energy (eV),HOMO level (eV)
1,8.79,-55816.9730,-8.28
2,4.66,-11940.7236,-17.36